An isolated molecule of C5H7NO. Source: OMol25; level of theory: ωB97M-V/def2-TZVPD.

Results
Spin multiplicity: 1
E_LUMO, eV: 0.94
HOMO level, eV: -9.320
Relative energy (zero: lowest compared OMol25 entry of this formula, charge and spin), kJ/mol: 225.1
HOMO-LUMO gap, eV: 10.26
SMILES: O=C1CN2CC[C@@H]12
Net charge: 0

Geometry as XYZ:
```
14
Properties=species:S:1:pos:R:3:forces:R:3:mulliken_charge:R:1
O -1.62813 -1.81438 0.91135 0.2 0.6 -0.1 -0.5524
C -1.18063 -0.74896 0.59169 -0.3 -0.4 0.1 0.3947
C -0.70466 0.51716 1.31794 0.0 0.0 0.3 -0.4575
N -0.18911 1.05750 0.03285 0.0 0.1 0.0 -0.3531
C 1.20269 0.61634 -0.27443 0.3 0.1 0.0 -0.3495
C 0.70899 -0.60494 -1.08239 0.1 -0.2 -0.1 -0.6646
C -0.71001 -0.13234 -0.72497 -0.3 -0.2 -0.2 0.0768
H -1.52855 1.12136 1.71557 0.1 -0.1 -0.1 0.2347
H 0.03457 0.37997 2.11508 0.0 0.0 -0.1 0.2820
H 1.80924 0.39469 0.61237 -0.1 0.0 -0.1 0.2683
H 1.72298 1.36230 -0.88060 0.0 -0.1 0.1 0.2793
H 0.95917 -1.58753 -0.67176 0.0 0.1 -0.1 0.2518
H 0.94735 -0.60277 -2.14606 0.0 0.1 0.1 0.2549
H -1.44391 0.04161 -1.51666 0.1 -0.1 0.1 0.3347
```
Forces are in eV/Å.

The ion C2H7IN with charge +1. Source: OMol25; level of theory: ωB97M-V/def2-TZVPD.

Results
Spin multiplicity: 1
E_LUMO, eV: -4.49
HOMO level, eV: -14.128
Relative energy (zero: lowest compared OMol25 entry of this formula, charge and spin), kJ/mol: 93.4
HOMO-LUMO gap, eV: 9.64
SMILES: C[NH2+]CI
Net charge: +1

Geometry as XYZ:
```
11
Properties=species:S:1:pos:R:3:forces:R:3:mulliken_charge:R:1
C 1.40135 0.18210 0.00083 -2.8 0.3 2.0 -0.9784
N -0.05530 0.44696 0.00094 -0.3 1.2 -0.3 -0.2311
C -0.94375 -0.71621 -0.04254 -2.9 4.1 -1.1 -0.9566
I -3.08768 0.00049 -0.00055 1.4 -0.3 0.0 0.1886
H 1.57855 -0.13131 0.94638 1.0 -1.5 2.8 0.4324
H 1.59074 -0.52552 -0.67708 0.9 -2.5 -2.7 0.3668
H 1.91906 1.03751 -0.08866 1.7 3.1 -0.9 0.4227
H -0.15811 1.15005 -0.70694 -0.9 -0.3 -1.8 0.3697
H -0.43592 1.05348 0.71403 0.5 -0.1 1.5 0.3949
H -0.91700 -1.21350 -0.91610 0.6 -1.7 -2.9 0.4814
H -0.89194 -1.28404 0.76969 0.7 -2.2 3.4 0.5095
```
Forces are in eV/Å.

An isolated molecule of C9H9NO3S2. Source: OMol25; level of theory: ωB97M-V/def2-TZVPD.

Results
Spin multiplicity: 1
E_LUMO, eV: -3.10
HOMO level, eV: -8.337
Relative energy (zero: lowest compared OMol25 entry of this formula, charge and spin), kJ/mol: 54.6
HOMO-LUMO gap, eV: 5.24
Net charge: 0

Geometry as XYZ:
```
24
Properties=species:S:1:pos:R:3:forces:R:3:mulliken_charge:R:1
C -0.46619 -2.38501 -1.07379 0.1 -1.4 -0.5 -0.3257
C 0.65156 -2.69044 -1.87005 -0.6 1.9 1.1 -0.6560
C 1.95760 -0.93600 -0.93494 -1.2 -1.7 -1.8 -0.6253
C -0.34884 -1.39399 -0.11561 0.6 -0.5 -0.8 0.4753
C 0.87924 -0.65023 -0.16939 -2.3 -0.7 1.3 0.4473
C 1.80291 -1.95707 -1.88097 0.9 -0.5 0.1 -0.2764
C -2.06832 -1.91191 1.38443 1.3 2.4 -1.2 -0.4505
C 0.37627 1.92440 0.47813 0.0 -3.1 -1.3 0.2101
C 0.59504 3.28793 0.86842 2.7 -0.1 -1.4 -1.0603
N -1.32061 -1.05808 0.83605 0.8 0.9 -0.5 -0.5062
O 3.95249 -3.34566 -2.18226 0.4 -0.4 -0.2 -0.6126
O 2.57843 -2.85571 -4.21129 0.9 0.0 0.9 -0.6393
O 3.83231 -1.03816 -3.07634 0.1 -1.2 -0.2 -0.6813
S 1.06717 0.48485 1.11150 -0.3 3.7 -0.2 -0.0356
S 3.25018 -2.39003 -2.99694 -2.0 2.1 0.1 1.2027
H -1.31670 -3.08454 -1.29429 0.4 1.2 0.9 0.3565
H 0.57990 -3.47916 -2.51185 -0.2 -2.0 -1.8 0.5495
H 2.89293 -0.50524 -0.98010 1.8 1.5 0.4 0.6187
H -2.77678 -1.44326 1.95013 -2.1 0.4 2.0 0.2873
H -2.03445 -2.91038 1.20853 0.1 -3.1 -0.4 0.3547
H -0.37732 1.81715 -0.35474 1.2 -0.5 0.6 0.3388
H -0.25406 3.81563 0.63105 -1.8 1.6 -0.4 0.3684
H 1.51143 3.78339 0.33882 -1.5 -1.1 0.6 0.3123
H 0.80391 3.28467 1.86956 0.7 0.6 2.8 0.3477
```
Forces are in eV/Å.

HOMO-LUMO gap of number 1 (C5H7NO)?
10.26 eV

What is the E_LUMO in the first record?
0.94 eV